The following is a DFT calculation (ωB97M-V/def2-TZVPD) of C32H70CdF4N7O9S4 as an isolated structure.

Gap between HOMO and LUMO   2.65 eV
Net charge   +3
Spin multiplicity   1

Positions of all 127 atoms, in Å:
1 Cd 2.01 -2.63 -6.61
2 C -1.75 -1.15 -2.69
3 C -0.30 -0.96 -2.31
4 O 0.72 -1.69 -2.92
5 H -1.97 -2.20 -2.48
6 H -1.90 -1.00 -3.76
7 H -2.49 -0.48 -2.24
8 H -0.33 -1.19 -1.25
9 H -0.10 0.11 -2.26
10 C -3.47 6.37 -7.77
11 C -3.87 5.11 -7.00
12 N -3.61 5.38 -5.62
13 C -4.25 6.33 -4.84
14 C -3.53 6.29 -3.60
15 N -2.57 5.24 -3.58
16 C -2.76 4.57 -4.76
17 C -1.61 5.05 -2.55
18 H -3.78 7.29 -7.28
19 H -3.92 6.32 -8.76
20 H -2.41 6.35 -7.99
21 H -3.30 4.32 -7.50
22 H -4.90 4.74 -7.02
23 H -4.83 7.13 -5.27
24 H -3.62 7.08 -2.87
25 H -2.36 3.63 -5.13
26 H -0.56 5.19 -2.83
27 H -1.87 4.09 -2.12
28 H -1.80 5.75 -1.73
29 C -4.82 0.38 5.20
30 C -4.91 -0.04 6.72
31 C -5.31 1.15 7.59
32 N -5.45 0.86 9.11
33 C -6.68 -0.15 9.39
34 C -5.81 2.14 9.84
35 C -4.91 2.22 11.02
36 C -4.20 0.89 11.09
37 C -4.13 0.38 9.71
38 H -3.89 0.89 4.93
39 H -5.61 1.05 4.87
40 H -4.95 -0.41 4.46
41 H -3.93 -0.38 7.05
42 H -5.45 -0.97 6.91
43 H -6.32 1.53 7.43
44 H -4.52 1.89 7.46
45 H -7.59 0.14 8.88
46 H -6.80 -0.03 10.47
47 H -6.46 -1.16 9.06
48 H -6.88 2.13 10.06
49 H -5.72 3.02 9.20
50 H -5.34 2.43 12.00
51 H -4.17 3.02 10.92
52 H -4.65 0.29 11.88
53 H -3.16 1.06 11.38
54 H -4.09 -0.71 9.69
55 H -3.30 0.83 9.17
56 C 9.10 7.29 3.34
57 C 7.81 6.60 2.85
58 C 7.76 5.05 3.02
59 N 6.48 4.36 2.40
60 C 5.24 5.06 2.99
61 C 6.49 4.40 0.80
62 C 5.56 3.17 0.35
63 C 5.58 2.24 1.52
64 C 6.48 2.87 2.60
65 H 9.21 6.94 4.37
66 H 9.06 8.38 3.31
67 H 10.01 7.01 2.82
68 H 7.69 6.92 1.81
69 H 7.10 7.14 3.48
70 H 7.65 4.81 4.07
71 H 8.69 4.61 2.68
72 H 5.24 5.15 4.08
73 H 4.40 4.56 2.51
74 H 5.29 6.05 2.54
75 H 6.33 5.38 0.34
76 H 7.50 4.08 0.57
77 H 4.58 3.54 0.05
78 H 5.88 2.76 -0.61
79 H 4.56 2.23 1.91
80 H 5.74 1.19 1.28
81 H 6.04 2.51 3.52
82 H 7.49 2.49 2.49
83 C -2.22 -6.96 0.60
84 C -0.80 -7.43 0.85
85 C 0.35 -6.78 -0.05
86 N 1.31 -7.97 -0.56
87 C 2.13 -8.29 0.66
88 C 2.20 -7.34 -1.71
89 C 2.74 -8.48 -2.56
90 C 1.59 -9.56 -2.35
91 C 0.56 -9.08 -1.31
92 H -2.53 -5.92 0.67
93 H -2.95 -7.32 1.33
94 H -2.66 -7.21 -0.37
95 H -0.67 -8.51 0.91
96 H -0.55 -7.19 1.88
97 H 1.04 -6.03 0.34
98 H -0.24 -6.40 -0.89
99 H 1.48 -8.64 1.45
100 H 2.63 -7.38 1.01
101 H 2.93 -8.97 0.37
102 H 2.91 -6.58 -1.39
103 H 1.61 -6.66 -2.32
104 H 3.75 -8.86 -2.48
105 H 2.71 -8.05 -3.56
106 H 1.98 -10.40 -1.77
107 H 1.06 -9.87 -3.25
108 H 0.15 -9.78 -0.58
109 H -0.22 -8.47 -1.75
110 N -1.18 -4.29 -7.54
111 S -2.45 -3.71 -8.58
112 O -3.87 -3.88 -8.00
113 O -2.33 -3.78 -10.06
114 F -2.34 -2.15 -8.16
115 S -1.80 -5.70 -7.36
116 O -2.30 -6.46 -8.53
117 O -2.46 -5.98 -6.11
118 F -0.39 -6.41 -7.07
119 N 2.01 0.48 -8.58
120 S 2.37 1.94 -8.37
121 O 1.30 2.92 -8.42
122 O 3.80 2.35 -8.70
123 F 2.58 1.94 -6.78
124 S 2.02 0.77 -10.32
125 O 3.26 1.19 -10.99
126 O 0.75 1.42 -10.79
127 F 1.95 -0.79 -10.68

Löwdin population analysis, charges in e, atoms 1 to 5:
1. Cd 1.0289
2. C -0.0877
3. C -0.4173
4. O -0.1182
5. H 0.0774

The following is a DFT calculation (ωB97M-V/def2-TZVPD) of a 13-piece molecular cluster, C52H104O37 overall.

Gap between HOMO and LUMO   9.99 eV
Energy relative to the best compared isomer or geometry (same formula, charge and spin)   143.4 kcal/mol
Spin multiplicity   1

Positions of all 193 atoms, in Å:
1 C -3.17 -3.42 9.38
2 C -3.82 -4.47 8.42
3 O -3.98 -5.74 9.11
4 C -4.67 -6.69 8.59
5 O -5.32 -6.59 7.54
6 O -4.66 -7.67 9.49
7 C -5.59 -8.68 9.37
8 H -2.41 -3.77 10.07
9 H -3.94 -2.97 10.00
10 H -2.77 -2.63 8.74
11 H -3.29 -4.65 7.49
12 H -4.82 -4.05 8.27
13 H -5.36 -9.43 8.62
14 H -6.53 -8.28 8.99
15 H -5.82 -9.18 10.31
16 C -10.38 -4.62 1.19
17 C -9.18 -5.39 1.69
18 O -8.22 -5.90 0.73
19 C -6.99 -5.24 0.60
20 O -6.72 -4.29 1.23
21 O -6.15 -5.87 -0.29
22 C -6.69 -6.86 -1.15
23 H -11.00 -5.29 0.59
24 H -9.98 -3.84 0.54
25 H -10.99 -4.25 2.01
26 H -9.48 -6.30 2.21
27 H -8.82 -4.80 2.54
28 H -7.09 -6.36 -2.02
29 H -7.29 -7.63 -0.65
30 H -5.78 -7.36 -1.50
31 C -4.54 5.92 -4.32
32 C -3.69 7.08 -4.79
33 O -3.75 7.11 -6.21
34 C -4.67 7.91 -6.82
35 O -5.59 8.52 -6.24
36 O -4.47 7.90 -8.16
37 C -5.43 8.49 -9.02
38 H -4.09 4.99 -4.65
39 H -5.48 6.02 -4.86
40 H -4.80 5.93 -3.26
41 H -2.66 6.89 -4.49
42 H -4.02 8.02 -4.34
43 H -5.93 9.34 -8.55
44 H -6.21 7.77 -9.24
45 H -4.93 8.81 -9.93
46 C -6.38 3.15 4.25
47 C -6.73 4.46 4.99
48 O -5.60 5.27 5.20
49 C -4.94 5.40 6.40
50 O -5.23 4.82 7.44
51 O -3.84 6.11 6.20
52 C -2.92 6.27 7.27
53 H -7.33 2.65 4.04
54 H -5.81 2.48 4.89
55 H -5.80 3.25 3.34
56 H -7.24 4.25 5.92
57 H -7.33 5.10 4.34
58 H -2.16 6.97 6.92
59 H -2.44 5.32 7.53
60 H -3.32 6.71 8.18
61 C 5.88 -10.85 3.98
62 C 4.36 -10.88 4.13
63 O 3.89 -9.60 3.79
64 C 2.59 -9.36 3.74
65 O 1.78 -10.26 3.90
66 O 2.42 -7.96 3.54
67 C 1.18 -7.64 2.98
68 H 6.14 -10.63 2.95
69 H 6.26 -11.80 4.35
70 H 6.34 -10.16 4.69
71 H 4.20 -11.10 5.18
72 H 3.91 -11.58 3.42
73 H 0.37 -8.12 3.52
74 H 1.18 -8.03 1.96
75 H 1.01 -6.56 2.94
76 C -3.06 10.31 1.34
77 C -4.55 10.85 1.54
78 O -5.31 9.94 0.82
79 C -6.62 10.00 0.93
80 O -7.32 10.52 1.77
81 O -7.09 9.34 -0.24
82 C -8.48 9.18 -0.54
83 H -2.88 9.45 1.99
84 H -2.39 11.10 1.69
85 H -2.98 10.01 0.29
86 H -4.76 11.81 1.08
87 H -4.96 10.96 2.54
88 H -8.97 8.96 0.40
89 H -8.62 8.39 -1.28
90 H -8.85 10.12 -0.94
91 C -1.25 -4.21 -7.46
92 C -1.69 -4.84 -8.76
93 O -3.09 -4.96 -8.89
94 C -3.60 -5.42 -10.01
95 O -2.95 -6.06 -10.83
96 O -4.93 -5.32 -9.96
97 C -5.75 -5.80 -11.00
98 H -0.23 -4.43 -7.13
99 H -2.02 -4.56 -6.79
100 H -1.33 -3.12 -7.55
101 H -1.24 -5.82 -8.92
102 H -1.30 -4.25 -9.59
103 H -6.79 -5.55 -10.75
104 H -5.67 -6.87 -11.18
105 H -5.45 -5.16 -11.83
106 C 5.20 12.86 -2.03
107 C 4.15 11.71 -1.71
108 O 4.80 10.76 -0.89
109 C 4.47 9.47 -0.91
110 O 3.59 8.92 -1.60
111 O 5.33 8.78 -0.13
112 C 5.06 7.46 0.04
113 H 6.07 12.48 -2.57
114 H 5.49 13.40 -1.13
115 H 4.76 13.66 -2.62
116 H 3.91 11.25 -2.67
117 H 3.19 12.08 -1.36
118 H 5.89 7.03 0.59
119 H 4.96 6.86 -0.87
120 H 4.14 7.25 0.59
121 C 9.17 -1.05 -4.91
122 C 9.19 0.00 -3.79
123 O 8.60 -0.66 -2.65
124 C 8.83 -0.30 -1.38
125 O 9.35 0.74 -1.01
126 O 8.28 -1.21 -0.61
127 C 8.01 -1.04 0.79
128 H 9.92 -1.85 -4.93
129 H 9.36 -0.45 -5.80
130 H 8.16 -1.44 -4.97
131 H 8.56 0.84 -4.07
132 H 10.23 0.26 -3.56
133 H 7.09 -1.54 1.10
134 H 7.93 0.03 0.99
135 H 8.83 -1.46 1.37
136 C 4.93 2.75 11.07
137 C 5.16 1.46 10.18
138 O 6.53 1.40 9.79
139 C 7.51 1.07 10.73
140 O 7.34 0.98 11.94
141 O 8.77 1.14 10.12
142 C 9.85 0.75 10.98
143 H 5.76 2.99 11.74
144 H 3.98 2.74 11.60
145 H 4.80 3.56 10.36
146 H 4.45 1.54 9.35
147 H 4.97 0.57 10.78
148 H 10.08 1.44 11.79
149 H 10.76 0.75 10.39
150 H 9.75 -0.30 11.27
151 C 3.60 -0.18 -11.54
152 C 4.36 -0.33 -10.25
153 O 3.68 0.17 -9.12
154 C 3.66 1.44 -8.86
155 O 4.23 2.32 -9.46
156 O 2.90 1.57 -7.78
157 C 2.96 2.72 -7.00
158 H 2.71 -0.82 -11.61
159 H 4.24 -0.43 -12.38
160 H 3.27 0.84 -11.73
161 H 5.37 0.07 -10.29
162 H 4.47 -1.40 -10.07
163 H 2.68 2.54 -5.97
164 H 2.28 3.45 -7.44
165 H 3.94 3.19 -7.05
166 C 5.67 -7.85 -2.32
167 C 4.41 -7.11 -2.83
168 O 3.21 -7.87 -2.65
169 C 2.77 -8.72 -3.54
170 O 3.23 -8.77 -4.71
171 O 1.79 -9.39 -3.01
172 C 1.15 -10.42 -3.75
173 H 5.81 -8.80 -2.84
174 H 5.57 -8.12 -1.27
175 H 6.59 -7.28 -2.42
176 H 4.51 -6.66 -3.82
177 H 4.28 -6.20 -2.25
178 H 1.76 -11.33 -3.83
179 H 0.86 -10.08 -4.74
180 H 0.27 -10.76 -3.19
181 C 1.10 0.44 2.22
182 C 1.42 -0.17 0.88
183 C 0.15 0.00 0.13
184 O -0.35 1.27 0.46
185 C -0.17 1.37 1.89
186 H 1.90 1.10 2.55
187 H 0.94 -0.30 3.00
188 H 1.75 -1.21 0.93
189 H 2.23 0.43 0.46
190 H -0.61 -0.77 0.24
191 H 0.28 0.17 -0.94
192 H -1.10 1.09 2.39
193 H -0.05 2.41 2.19

Löwdin population analysis, charges in e, atoms 1 to 5:
1. C -0.0576
2. C -0.1613
3. O 0.0421
4. C -0.6059
5. O 0.0994

The following is a DFT calculation (ωB97M-V/def2-TZVPD) of C40H62BMnN6OP2 as an isolated structure.

Gap between HOMO and LUMO (spin up / spin down)   5.73 / 8.12 eV
Net charge   +2
Spin multiplicity   5

Positions of all 113 atoms, in Å:
1 Mn -0.03 -0.06 -0.42
2 C -4.74 -2.56 0.62
3 C -3.26 -2.48 0.73
4 C -2.40 -3.37 1.35
5 C -1.11 -2.90 1.12
6 N -1.18 -1.75 0.42
7 N -2.50 -1.51 0.17
8 B -2.92 -0.58 -0.98
9 N -2.68 0.92 -0.70
10 N -1.43 1.47 -0.78
11 C -1.56 2.80 -0.86
12 C -2.92 3.11 -0.85
13 C -3.60 1.90 -0.75
14 C -5.06 1.67 -0.66
15 C -0.45 3.82 -0.96
16 C -0.68 4.63 -2.24
17 C -0.51 4.77 0.25
18 C 0.95 3.18 -1.00
19 N -2.05 -0.96 -2.20
20 N -0.72 -0.64 -2.30
21 C -0.36 -0.86 -3.58
22 C -1.46 -1.36 -4.28
23 C -2.51 -1.41 -3.38
24 C -3.90 -1.87 -3.62
25 C 0.98 -0.65 -4.24
26 C 1.82 0.42 -3.55
27 C 0.77 -0.20 -5.70
28 C 1.71 -2.01 -4.25
29 C 0.13 -3.65 1.53
30 C 0.12 -5.02 0.82
31 C 1.40 -2.91 1.13
32 C 0.12 -3.87 3.05
33 H -5.11 -3.32 1.30
34 H -5.22 -1.61 0.85
35 H -5.03 -2.85 -0.39
36 H -2.69 -4.27 1.86
37 H -4.07 -0.74 -1.23
38 H -3.37 4.09 -0.92
39 H -5.57 2.60 -0.42
40 H -5.47 1.30 -1.61
41 H -5.30 0.93 0.10
42 H -1.62 5.18 -2.19
43 H 0.12 5.36 -2.38
44 H -0.72 3.98 -3.11
45 H -1.52 5.18 0.39
46 H -0.21 4.27 1.17
47 H 0.17 5.60 0.09
48 H 1.30 3.07 -2.03
49 H 1.67 3.82 -0.48
50 H 0.97 2.20 -0.53
51 H -1.49 -1.67 -5.31
52 H -3.98 -2.26 -4.64
53 H -4.18 -2.67 -2.93
54 H -4.62 -1.06 -3.51
55 H 1.39 1.40 -3.77
56 H 1.85 0.28 -2.48
57 H 2.84 0.40 -3.94
58 H 0.12 0.67 -5.74
59 H 1.74 0.08 -6.13
60 H 0.35 -0.99 -6.31
61 H 1.88 -2.36 -3.23
62 H 1.11 -2.76 -4.76
63 H 2.67 -1.92 -4.77
64 H 0.13 -4.90 -0.26
65 H 1.01 -5.58 1.12
66 H -0.76 -5.60 1.09
67 H 1.51 -2.90 0.04
68 H 1.40 -1.89 1.49
69 H 2.27 -3.43 1.56
70 H -0.74 -4.48 3.35
71 H 1.02 -4.41 3.35
72 H 0.08 -2.93 3.58
73 C 4.49 0.83 -1.05
74 P 3.60 -0.61 -0.41
75 C 4.09 -2.00 -1.44
76 C 4.28 -0.92 1.24
77 O 2.10 -0.40 -0.38
78 H 4.58 1.60 -0.29
79 H 3.97 1.23 -1.92
80 H 5.49 0.51 -1.35
81 H 5.15 -2.22 -1.30
82 H 3.92 -1.74 -2.48
83 H 3.50 -2.89 -1.19
84 H 5.36 -0.86 1.19
85 H 3.99 -1.91 1.58
86 H 3.91 -0.18 1.94
87 C -1.74 1.75 2.14
88 P -0.13 0.94 1.88
89 C 1.08 2.24 2.29
90 C 0.86 3.04 3.41
91 C 1.82 3.97 3.80
92 C 3.00 4.10 3.09
93 C 3.22 3.31 1.97
94 C 2.26 2.39 1.57
95 C 0.01 -0.10 3.37
96 C 1.27 -0.34 3.93
97 C 1.38 -0.97 5.15
98 C 0.23 -1.37 5.84
99 C -1.01 -1.16 5.27
100 C -1.13 -0.55 4.04
101 H -2.55 1.08 1.84
102 H -1.79 2.65 1.54
103 H -1.86 2.00 3.19
104 H -0.04 2.94 4.00
105 H 1.64 4.59 4.67
106 H 3.74 4.82 3.39
107 H 4.14 3.42 1.41
108 H 2.42 1.78 0.69
109 H 2.16 0.00 3.42
110 H 2.36 -1.15 5.59
111 H 0.32 -1.85 6.81
112 H -1.91 -1.47 5.80
113 H -2.11 -0.42 3.59

Löwdin population analysis, charges in e, atoms 1 to 5:
1. Mn 0.9055
2. C 0.0039
3. C -0.2444
4. C 0.0478
5. C -0.2160

The following is a DFT calculation (ωB97M-V/def2-TZVPD) of a 2-piece molecular cluster, C2H6O2 overall.

Gap between HOMO and LUMO   10.46 eV
Energy relative to the best compared isomer or geometry (same formula, charge and spin)   22.5 kcal/mol
Spin multiplicity   1
SMILES   C=CO.O

Positions of all 10 atoms, in Å:
1 C -0.66 1.25 0.01
2 C 0.52 0.89 -0.47
3 O 0.75 -0.40 -0.90
4 H -0.73 2.24 0.46
5 H -1.47 0.57 0.24
6 H 1.36 1.57 -0.44
7 H 1.31 -0.36 -1.67
8 O -0.61 -2.21 0.81
9 H -0.34 -1.95 1.70
10 H -0.12 -1.60 0.25

natural (NBO) population analysis, charges in e, atoms 1 to 5:
1. C -0.4746
2. C 0.1119
3. O -0.7180
4. H 0.2060
5. H 0.2206

The following is a DFT calculation (ωB97M-V/def2-TZVPD) of C4ClF3 in the gas phase.

Gap between HOMO and LUMO   10.23 eV
Energy relative to the best compared isomer or geometry (same formula, charge and spin)   3.0 kcal/mol
Spin multiplicity   1

Positions of all 8 atoms, in Å:
1 C 0.20 -0.93 -0.53
2 C 1.01 -1.38 -1.37
3 C 0.54 0.61 0.07
4 C -0.74 -0.23 0.37
5 F 0.67 1.59 -0.89
6 F 1.48 0.68 0.95
7 F -0.87 -0.65 1.67
8 Cl -2.29 0.30 -0.28

natural (NBO) population analysis, charges in e, atoms 1 to 5:
1. C -0.5532
2. C 0.2416
3. C 0.8012
4. C 0.2808
5. F -0.2846

spin multiplicity of number 2 (C52H104O37)? 1